# 1
Below is a molecular structure, C17H47CoMnN3O12 at a distorted geometry, with properties calculated with ωB97M-V/def2-TZVPD.

CARTESIAN COORDINATES (ANGSTROEM)
Co: -0.41 2.38 0.89
Mn: 3.92 1.31 0.80
O: 1.37 0.23 -2.20
C: 1.34 0.98 -1.16
O: 2.39 1.22 -0.50
O: 0.20 1.49 -0.85
H: 2.25 -0.01 -2.58
O: 1.71 4.26 3.09
C: 2.00 3.21 2.29
O: 0.95 2.51 2.22
O: 3.14 3.03 1.83
H: 2.48 4.81 3.28
C: -1.88 4.73 -0.45
C: -2.37 4.54 0.97
C: -3.76 4.99 1.19
O: -2.12 3.08 1.16
H: -2.59 4.29 -1.10
H: -0.85 4.54 -0.74
H: -1.98 5.72 -0.81
H: -1.70 5.04 1.64
H: -4.10 4.81 2.19
H: -4.40 4.46 0.45
H: -3.84 6.09 1.05
H: -2.99 2.59 1.29
O: 3.20 -1.36 -2.98
H: 2.80 -2.27 -2.86
H: 3.78 -1.56 -3.72
O: 5.51 2.64 -0.19
H: 5.69 3.51 0.11
H: 5.82 2.75 -1.12
C: 5.18 -2.96 0.67
C: 4.45 -1.71 0.95
C: 4.50 -1.24 2.45
O: 3.69 -0.04 2.54
C: 2.36 -0.33 2.96
N: 5.05 -0.55 0.18
H: 5.01 -3.29 -0.34
H: 4.81 -3.78 1.30
H: 6.27 -2.86 0.81
H: 3.42 -1.88 0.65
H: 5.54 -0.99 2.62
H: 4.14 -1.94 3.21
H: 2.36 -0.53 3.99
H: 1.94 -1.20 2.42
H: 1.71 0.48 2.73
H: 6.02 -0.54 0.47
H: 4.85 -0.77 -0.79
C: -4.68 1.38 -0.66
C: -5.06 0.86 0.83
C: -5.05 -0.71 1.04
O: -6.41 -1.08 0.81
C: -6.39 -2.35 0.25
N: -4.00 1.39 1.91
H: -4.56 2.47 -0.80
H: -5.59 1.21 -1.33
H: -3.82 0.79 -1.11
H: -6.02 1.28 1.07
H: -4.75 -0.96 2.07
H: -4.26 -1.10 0.33
H: -5.88 -2.32 -0.77
H: -7.41 -2.65 0.09
H: -5.85 -3.15 0.78
H: -4.56 1.89 2.49
H: -3.67 0.65 2.39
C: 1.04 -3.46 -0.69
C: 0.83 -4.06 -2.09
C: 0.01 -3.14 -2.97
O: -1.21 -2.97 -2.21
C: -2.32 -2.56 -2.94
N: 2.19 -4.07 -2.80
H: 0.02 -3.17 -0.39
H: 1.51 -2.56 -0.64
H: 1.53 -4.17 -0.06
H: 0.43 -5.09 -2.11
H: -0.30 -3.68 -3.89
H: 0.41 -2.13 -3.18
H: -2.40 -3.17 -3.82
H: -2.46 -1.51 -3.21
H: -3.19 -2.90 -2.31
H: 2.99 -4.52 -2.34
H: 2.08 -4.32 -3.77

Output
LUMO level (alpha / beta), eV: -4.64 / -5.84
<S²>: 20.008
Total energy, Eh: -4276.41430
Multiplicity: 9
Frontier orbital gap (alpha / beta), eV: 9.19 / 7.99
Relative energy (zero: lowest compared OMol25 entry of this formula, charge and spin), kcal per mole: 18.2
Net charge: +2

Now the Mulliken charges, all in e:
1. Co 1.1263
2. Mn 0.9179
3. O -0.3340
4. C 0.8585
5. O -0.6312
6. O -0.7456
7. H 0.3404
8. O -0.4296
9. C 0.7105
10. O -0.6506
11. O -0.5175
12. H 0.3437
13. C -1.4494
14. C 0.6961
15. C -1.3420
16. O -0.2994
17. H 0.2871
18. H 0.3905
19. H 0.4883
20. H 0.3323
21. H 0.3645
22. H 0.2471
23. H 0.4244
24. H 0.2625
25. O -0.6188
26. H 0.3808
27. H 0.2952
28. O -0.4688
29. H 0.2712
30. H 0.2963
31. C -1.6499
32. C 1.4923
33. C -0.7567
34. O -0.1403
35. C -0.4630
36. N -0.3488
37. H 0.3677
38. H 0.4090
39. H 0.3833
40. H -0.6425
41. H 0.3055
42. H 0.4626
43. H 0.3276
44. H 0.3403
45. H -0.1437
46. H 0.2868
47. H 0.2698
48. C -1.1127
49. C 0.3984
50. C -0.4492
51. O -0.3581
52. C -0.7409
53. N -0.6337
54. H 0.2299
55. H 0.4040
56. H 0.1441
57. H 0.2978
58. H 0.3288
59. H 0.2245
60. H 0.2535
61. H 0.2896
62. H 0.3225
63. H 0.2297
64. H 0.1905
65. C -1.2081
66. C 0.3684
67. C -0.6566
68. O -0.2734
69. C -0.7259
70. N -0.6642
71. H 0.4464
72. H 0.0285
73. H 0.4788
74. H 0.2856
75. H 0.5196
76. H 0.1221
77. H 0.3727
78. H 0.2715
79. H 0.1602
80. H 0.1988
81. H 0.2105

# 2
Below is 3 unconnected molecules or ions with the total composition C17H47N10O4P2 at a distorted geometry, with properties calculated with ωB97M-V/def2-TZVPD.

CARTESIAN COORDINATES (ANGSTROEM)
C: 3.80 0.94 -0.55
C: 4.07 0.73 -2.05
O: 4.01 -0.66 -2.34
C: 3.05 1.41 -3.00
O: 2.24 2.47 -2.41
C: 1.12 2.06 -1.89
N: 0.27 1.13 -2.30
C: -0.69 1.13 -1.37
N: -1.79 0.31 -1.33
N: -0.45 2.03 -0.43
N: 0.71 2.64 -0.75
H: 4.74 1.21 -0.08
H: 3.49 0.01 -0.08
H: 3.11 1.74 -0.30
H: 5.07 1.09 -2.28
H: 3.21 -1.01 -1.94
H: 2.44 0.65 -3.48
H: 3.60 1.89 -3.81
H: -2.69 0.60 -1.71
H: -1.71 -0.59 -0.90
H: -1.04 2.19 0.38
H: 1.15 3.37 -0.21
O: 3.22 -2.62 1.94
P: 4.25 -3.66 1.59
N: 3.53 -5.06 2.26
C: 4.21 -6.11 2.99
C: 2.22 -5.43 1.74
N: 5.51 -3.06 2.60
C: 6.33 -3.88 3.47
C: 5.35 -1.73 3.16
N: 5.43 -4.49 0.64
C: 6.35 -3.57 -0.09
C: 4.85 -5.38 -0.40
H: 5.03 -6.58 2.44
H: 3.51 -6.90 3.25
H: 4.60 -5.75 3.94
H: 2.27 -5.91 0.75
H: 1.59 -4.54 1.64
H: 1.71 -6.11 2.41
H: 5.84 -4.06 4.44
H: 7.28 -3.37 3.67
H: 6.59 -4.83 3.01
H: 4.69 -1.73 4.04
H: 4.95 -1.04 2.43
H: 6.32 -1.34 3.47
H: 5.81 -2.93 -0.80
H: 7.08 -4.16 -0.64
H: 6.89 -2.94 0.60
H: 4.13 -4.88 -1.04
H: 4.38 -6.25 0.06
H: 5.65 -5.77 -1.03
O: -4.87 1.68 -1.50
P: -5.77 2.67 -0.81
N: -6.75 3.21 -2.08
C: -7.20 4.58 -2.29
C: -7.50 2.19 -2.81
N: -4.59 3.84 -0.38
C: -4.73 5.28 -0.51
C: -3.22 3.43 -0.56
N: -6.79 3.17 0.48
C: -6.20 2.91 1.82
C: -8.12 2.53 0.48
H: -7.77 4.98 -1.44
H: -7.86 4.63 -3.15
H: -6.38 5.25 -2.51
H: -8.38 1.84 -2.26
H: -6.87 1.32 -3.01
H: -7.83 2.57 -3.78
H: -4.49 5.62 -1.52
H: -4.05 5.79 0.18
H: -5.73 5.61 -0.24
H: -2.91 3.51 -1.62
H: -3.09 2.40 -0.24
H: -2.53 4.04 0.04
H: -6.04 1.84 2.00
H: -6.88 3.28 2.59
H: -5.26 3.43 1.95
H: -8.07 1.44 0.43
H: -8.73 2.89 -0.36
H: -8.66 2.80 1.38

Output
LUMO level, eV: -2.79
Total energy, Eh: -2206.88364
Frontier orbital gap, eV: 7.20
Net charge: +1

Now the Mulliken charges, all in e:
1. C -1.0961
2. C 0.3518
3. O -0.5860
4. C -0.7566
5. O -0.4377
6. C 0.7635
7. N -0.4612
8. C 0.1280
9. N -0.2452
10. N 0.0778
11. N -0.1387
12. H 0.3438
13. H 0.2969
14. H 0.2318
15. H 0.4446
16. H 0.3354
17. H 0.4118
18. H 0.3122
19. H 0.2039
20. H 0.2109
21. H 0.4052
22. H 0.2648
23. O -0.8764
24. P 0.9739
25. N 0.0045
26. C -0.8803
27. C -1.0306
28. N 0.2144
29. C -1.1310
30. C -0.8332
31. N -0.0427
32. C -1.0628
33. C -1.0363
34. H 0.3177
35. H 0.3769
36. H 0.2315
37. H 0.3056
38. H 0.2709
39. H 0.4121
40. H 0.3118
41. H 0.3612
42. H 0.3387
43. H 0.2916
44. H 0.1039
45. H 0.3378
46. H 0.3379
47. H 0.4145
48. H 0.2949
49. H 0.3355
50. H 0.2991
51. H 0.3770
52. O -0.8623
53. P 0.7300
54. N 0.0466
55. C -0.8575
56. C -1.0118
57. N 0.1830
58. C -1.0982
59. C -1.1509
60. N -0.0091
61. C -1.0697
62. C -1.0468
63. H 0.3169
64. H 0.3687
65. H 0.2343
66. H 0.3018
67. H 0.2561
68. H 0.4324
69. H 0.3410
70. H 0.3216
71. H 0.3414
72. H 0.3773
73. H 0.1697
74. H 0.5111
75. H 0.3495
76. H 0.4169
77. H 0.2833
78. H 0.3716
79. H 0.2866
80. H 0.3872

# 3
Below is a molecular structure, C17H48BrCuN6O5 at a distorted geometry, with properties calculated with ωB97M-V/def2-TZVPD.

CARTESIAN COORDINATES (ANGSTROEM)
Cu: -7.15 1.43 1.51
Br: -3.00 1.93 -0.46
C: -1.92 8.84 0.55
O: -1.73 10.02 0.39
N: -1.93 7.99 -0.48
N: -2.32 8.32 1.62
H: -2.25 7.06 -0.25
H: -1.70 8.28 -1.42
H: -2.69 7.39 1.64
H: -2.47 8.89 2.44
C: 1.43 5.36 8.51
C: 0.58 5.67 7.28
C: 0.51 4.55 6.26
O: 0.19 3.27 6.93
C: -0.05 2.15 6.03
N: -0.74 6.06 7.74
H: 2.49 5.46 8.28
H: 1.39 4.33 8.88
H: 1.32 6.05 9.35
H: 0.93 6.54 6.72
H: 1.47 4.44 5.76
H: -0.29 4.76 5.55
H: -0.44 1.37 6.69
H: 0.80 1.70 5.53
H: -0.81 2.42 5.30
H: -1.36 5.87 6.96
H: -1.06 5.44 8.47
C: -1.47 -1.57 -11.45
C: -2.39 -1.90 -10.35
C: -2.13 -1.01 -9.08
O: -0.82 -1.07 -8.48
C: -0.76 -0.54 -7.16
N: -3.74 -1.58 -10.76
H: -0.50 -1.84 -11.04
H: -1.49 -0.48 -11.40
H: -1.55 -1.90 -12.48
H: -2.26 -2.94 -10.05
H: -2.90 -1.34 -8.39
H: -2.27 0.05 -9.32
H: -1.04 0.51 -7.15
H: 0.25 -0.77 -6.82
H: -1.53 -0.94 -6.49
H: -3.58 -1.36 -11.73
H: -4.31 -2.42 -10.78
C: 5.25 0.85 0.69
C: 4.95 -0.30 -0.19
C: 6.06 -1.37 0.02
O: 7.45 -0.99 -0.25
C: 7.65 -0.52 -1.57
N: 3.56 -0.81 0.09
H: 6.24 1.28 0.55
H: 5.26 0.57 1.75
H: 4.45 1.59 0.62
H: 4.82 0.13 -1.18
H: 5.91 -2.31 -0.51
H: 5.98 -1.57 1.08
H: 7.29 -1.31 -2.23
H: 8.68 -0.21 -1.79
H: 7.02 0.36 -1.64
H: 3.12 -1.37 -0.62
H: 2.98 0.01 0.19
C: -2.48 -5.35 1.70
C: -1.74 -6.23 2.72
C: -2.29 -7.68 2.64
O: -3.61 -7.70 3.20
C: -4.50 -8.79 2.92
N: -0.37 -6.23 2.35
H: -3.54 -5.26 1.96
H: -2.50 -5.74 0.69
H: -2.05 -4.35 1.67
H: -1.86 -5.89 3.75
H: -1.61 -8.33 3.18
H: -2.35 -8.01 1.60
H: -4.60 -9.21 1.92
H: -5.53 -8.45 3.02
H: -4.54 -9.55 3.70
H: 0.25 -6.41 3.13
H: -0.06 -5.34 1.98

Output
LUMO level (alpha / beta), eV: -8.12 / -8.12
<S²>: 0.752
Total energy, Eh: -5595.17603
Multiplicity: 2
Frontier orbital gap (alpha / beta), eV: 2.47 / 2.47
Relative energy (zero: lowest compared OMol25 entry of this formula, charge and spin), kcal per mole: 231.8
Net charge: +1

Now the Mulliken charges, all in e:
1. Cu 0.9882
2. Br 0.0109
3. C 0.6449
4. O -0.6265
5. N -0.3726
6. N -0.3457
7. H 0.1207
8. H 0.2088
9. H 0.1443
10. H 0.2268
11. C -1.4552
12. C 0.5329
13. C -0.7376
14. O -0.2976
15. C -0.7425
16. N -0.7195
17. H 0.3801
18. H 0.3131
19. H 0.4143
20. H 0.2658
21. H 0.3558
22. H 0.3723
23. H 0.2446
24. H 0.2881
25. H 0.2835
26. H 0.2169
27. H 0.2848
28. C -1.5115
29. C 0.5067
30. C -0.7825
31. O -0.2942
32. C -0.7157
33. N -0.6899
34. H 0.3280
35. H 0.4184
36. H 0.3936
37. H 0.3397
38. H 0.2958
39. H 0.3395
40. H 0.2988
41. H 0.2368
42. H 0.2969
43. H 0.2713
44. H 0.2684
45. C -1.3792
46. C 0.6391
47. C -0.7509
48. O -0.3433
49. C -0.5791
50. N -0.7384
51. H 0.3164
52. H 0.3548
53. H 0.3837
54. H 0.2007
55. H 0.3704
56. H 0.3189
57. H 0.2799
58. H 0.2482
59. H 0.2155
60. H 0.2409
61. H 0.2227
62. C -1.3947
63. C 0.5831
64. C -0.6767
65. O -0.3101
66. C -0.7946
67. N -0.6673
68. H 0.3295
69. H 0.3587
70. H 0.3862
71. H 0.2318
72. H 0.2794
73. H 0.3220
74. H 0.3256
75. H 0.2821
76. H 0.2977
77. H 0.2409
78. H 0.2063

# 4
Below is a molecular structure, C17H49HgNO8S7 at a distorted geometry, with properties calculated with ωB97M-V/def2-TZVPD.

CARTESIAN COORDINATES (ANGSTROEM)
Hg: -0.13 0.17 -0.39
C: 1.35 2.69 -4.44
S: 0.51 2.52 -2.82
O: 0.38 1.08 -2.36
C: 1.72 3.36 -1.70
H: 1.66 3.73 -4.53
H: 0.60 2.43 -5.18
H: 2.27 2.10 -4.53
H: 1.73 4.39 -2.05
H: 2.72 2.95 -1.85
H: 1.44 3.38 -0.64
C: 2.48 -3.63 0.15
S: 1.54 -2.77 1.49
O: 0.68 -1.64 0.89
C: 0.46 -4.23 1.80
H: 1.72 -4.04 -0.51
H: 3.10 -4.41 0.60
H: 3.11 -2.86 -0.29
H: -0.05 -4.42 0.86
H: -0.34 -3.97 2.49
H: 1.16 -5.02 2.08
C: 4.28 0.61 0.93
S: 3.28 -0.05 -0.45
O: 2.01 0.79 -0.38
C: 4.21 0.68 -1.89
H: 5.30 0.22 0.98
H: 3.86 0.39 1.91
H: 4.27 1.70 0.80
H: 3.45 0.81 -2.66
H: 4.98 0.03 -2.30
H: 4.64 1.61 -1.52
C: -3.71 -0.20 2.88
S: -2.30 -1.27 2.23
O: -1.66 -0.44 1.10
C: -1.24 -0.83 3.68
H: -4.17 -0.43 3.85
H: -4.47 -0.39 2.12
H: -3.57 0.87 2.93
H: -1.03 0.24 3.65
H: -0.29 -1.37 3.70
H: -1.79 -1.07 4.59
C: -2.23 -3.26 -1.01
S: -3.01 -1.92 -1.92
O: -2.14 -0.64 -1.78
C: -4.64 -1.80 -1.03
H: -2.07 -2.98 0.03
H: -1.31 -3.60 -1.49
H: -2.96 -4.07 -1.06
H: -5.34 -1.17 -1.58
H: -4.47 -1.41 -0.03
H: -5.18 -2.75 -0.95
C: 2.44 -2.03 -3.97
S: 0.79 -2.34 -3.15
O: 0.63 -1.39 -1.98
C: -0.21 -1.72 -4.58
H: 2.55 -1.01 -4.33
H: 2.43 -2.70 -4.84
H: 3.26 -2.17 -3.27
H: -0.28 -2.51 -5.33
H: -0.07 -0.72 -5.00
H: -1.23 -1.67 -4.19
C: -2.96 3.65 0.94
S: -2.79 2.76 -0.68
O: -1.64 1.80 -0.40
C: -4.28 1.75 -0.63
H: -3.11 2.92 1.73
H: -3.82 4.31 0.98
H: -2.15 4.24 1.37
H: -4.20 0.92 0.06
H: -4.41 1.16 -1.54
H: -5.20 2.31 -0.44
C: 0.44 2.19 2.39
O: 0.31 1.38 1.47
N: 1.08 1.93 3.56
C: 0.91 2.77 4.74
C: 1.80 0.67 3.71
H: 0.21 3.26 2.33
H: 0.49 2.34 5.65
H: 0.26 3.63 4.58
H: 1.87 3.15 5.09
H: 1.56 0.09 4.61
H: 1.66 -0.07 2.92
H: 2.84 0.97 3.81

Output
LUMO level, eV: -3.71
Total energy, Eh: -4273.75851
Frontier orbital gap, eV: 9.67
Net charge: +2

Now the Mulliken charges, all in e:
1. Hg 4.8693
2. C -1.0355
3. S 0.3277
4. O -0.5279
5. C -0.6456
6. H 0.4566
7. H 0.3751
8. H 0.2369
9. H 0.6293
10. H 0.1188
11. H -0.0560
12. C -0.7461
13. S 0.2334
14. O -0.9501
15. C -0.9503
16. H 0.2582
17. H 0.5400
18. H 0.0701
19. H 0.2158
20. H 0.3217
21. H 0.4548
22. C -0.9778
23. S 0.6187
24. O -0.8848
25. C -0.8651
26. H 0.4738
27. H 0.0568
28. H 0.3722
29. H -0.0430
30. H 0.4296
31. H 0.4369
32. C -0.9814
33. S 0.3355
34. O -1.2744
35. C -0.6002
36. H 0.4421
37. H 0.2762
38. H 0.2041
39. H -0.0605
40. H 0.1335
41. H 0.6190
42. C -0.3343
43. S 0.3298
44. O -0.4364
45. C -0.7335
46. H -0.1627
47. H 0.0648
48. H 0.6498
49. H 0.3888
50. H -0.0970
51. H 0.4666
52. C -0.9371
53. S 0.2813
54. O -0.8541
55. C -0.6430
56. H 0.1556
57. H 0.4857
58. H 0.2667
59. H 0.4987
60. H 0.2135
61. H 0.0425
62. C -0.6500
63. S 0.2265
64. O -0.6028
65. C -0.5086
66. H -0.0947
67. H 0.4365
68. H 0.3223
69. H -0.1653
70. H 0.2502
71. H 0.5250
72. C -0.4356
73. O -0.5258
74. N 0.3559
75. C -1.0176
76. C -0.9277
77. H 0.3785
78. H 0.3347
79. H 0.3507
80. H 0.3602
81. H 0.3635
82. H -0.0088
83. H 0.4800